Record 1
Here is a molecular structure, C57H60Br2I2KN5O4Si at a distorted geometry from the Open Molecules 2025 dataset. Energies are from ωB97M-V/def2-TZVPD.

The geometry in XYZ format:
```
132
C57H60Br2I2KN5O4Si | the Open Molecules 2025 dataset | ωB97M-V/def2-TZVPD
K 1.341 0.884 0.713
I 1.139 3.390 2.963
C 0.199 5.190 2.365
I -0.513 5.224 0.363
H 0.904 6.005 2.467
H -0.664 5.343 3.001
C 6.420 -6.101 1.125
O 6.569 -6.265 2.519
C 5.493 -5.930 3.300
C 4.239 -5.605 2.798
C 3.213 -5.266 3.668
C 3.427 -5.249 5.039
C 4.670 -5.622 5.535
C 5.705 -5.945 4.675
N 2.333 -5.050 5.962
N 1.605 -4.028 5.918
C 1.850 -2.892 5.135
C 3.110 -2.385 4.818
C 3.292 -1.208 4.122
C 2.195 -0.438 3.647
O 2.326 0.589 2.945
C 0.855 -0.933 4.022
N -0.192 -0.195 3.591
C -1.406 -0.585 3.901
C -1.668 -1.740 4.660
C -0.621 -2.512 5.083
C 0.702 -2.121 4.770
H 7.392 -6.316 0.688
H 6.126 -5.078 0.873
H 5.680 -6.797 0.716
H 4.050 -5.603 1.733
H 2.243 -4.990 3.274
H 4.818 -5.643 6.608
H 6.684 -6.214 5.050
H 3.990 -2.911 5.162
H 4.285 -0.835 3.908
H -2.230 0.009 3.518
H -2.692 -2.010 4.887
H -0.781 -3.416 5.654
C 3.340 3.377 -6.641
C 2.002 3.876 -6.076
C 1.908 5.394 -6.295
C 0.877 3.215 -6.873
C 1.914 3.559 -4.586
C 0.924 2.753 -4.030
C 0.903 2.521 -2.674
Br -0.472 1.402 -1.960
C 1.830 3.066 -1.731
O 1.691 2.833 -0.489
C 2.859 3.875 -2.326
C 2.850 4.087 -3.699
C 3.967 4.577 -1.522
C 3.976 4.278 -0.020
C 5.343 4.163 -2.070
C 3.808 6.100 -1.678
H 3.421 3.607 -7.709
H 3.431 2.296 -6.512
H 4.184 3.843 -6.129
H 1.963 5.636 -7.362
H 2.720 5.917 -5.787
H 0.967 5.780 -5.899
H 0.972 3.475 -7.931
H -0.106 3.546 -6.531
H 0.912 2.127 -6.788
H 0.156 2.295 -4.639
H 3.630 4.721 -4.110
H 4.099 3.216 0.190
H 3.052 4.582 0.465
H 4.816 4.821 0.429
H 5.478 3.083 -1.983
H 6.138 4.654 -1.500
H 5.465 4.431 -3.121
H 2.828 6.415 -1.313
H 3.896 6.413 -2.721
H 4.577 6.622 -1.099
C 0.468 -4.607 0.738
N 0.525 -3.178 0.538
C -0.698 -2.423 0.762
C 1.636 -2.569 0.105
O 1.742 -1.372 -0.120
H 0.049 -4.832 1.722
H 1.474 -5.029 0.692
H -0.160 -5.082 -0.021
H -1.552 -3.053 0.513
H -0.733 -1.549 0.115
H -0.766 -2.105 1.802
H 2.478 -3.266 -0.053
C -4.995 1.895 -4.650
C -5.028 2.438 -3.371
C -4.667 1.666 -2.277
C -4.284 0.323 -2.400
C -4.271 -0.197 -3.697
C -4.610 0.571 -4.806
Si -3.631 -0.587 -0.839
C -5.286 -0.824 0.129
C -5.262 -1.562 1.322
C -6.365 -1.675 2.156
C -7.546 -1.014 1.840
C -7.603 -0.270 0.670
C -6.497 -0.192 -0.171
C -3.339 -2.365 -1.514
C -4.011 -3.517 -1.088
C -3.589 -4.794 -1.440
C -2.482 -4.968 -2.261
C -1.810 -3.842 -2.723
C -2.229 -2.575 -2.347
H -5.251 2.500 -5.512
H -5.310 3.475 -3.225
H -4.654 2.130 -1.294
H -3.985 -1.232 -3.851
H -4.570 0.130 -5.796
H -4.332 -2.039 1.623
H -6.289 -2.253 3.070
H -8.403 -1.071 2.502
H -8.515 0.253 0.402
H -6.580 0.389 -1.083
H -4.886 -3.420 -0.454
H -4.137 -5.656 -1.074
H -2.151 -5.962 -2.540
H -0.943 -3.947 -3.367
H -1.650 -1.715 -2.679
Br -6.455 1.627 4.397
C -4.769 2.075 3.645
C -4.583 2.032 2.278
C -3.323 2.388 1.800
N -2.316 2.759 2.586
C -2.521 2.770 3.897
C -3.733 2.440 4.488
H -5.364 1.723 1.597
H -3.122 2.351 0.734
H -1.666 3.036 4.513
H -3.857 2.461 5.561
```

F_max ... 1.034 eV/Å
Relative energy (zero: lowest compared OMol25 entry of this formula, charge and spin) ... 27.8 kcal per mole
LUMO energy ... 3.4436 eV
Charge ... -2
Highest occupied orbital energy ... -1.6 eV



Record 2
Here is 3 unconnected molecules or ions with the total composition C57H67N4O6 at a distorted geometry from the Open Molecules 2025 dataset. Energies are from ωB97M-V/def2-TZVPD.

The geometry in XYZ format:
```
134
C57H67N4O6 | the Open Molecules 2025 dataset | ωB97M-V/def2-TZVPD
C 2.708 -3.410 0.391
C 3.853 -2.791 -0.657
C 4.113 -3.828 -1.928
C 3.986 -3.116 -3.402
C 2.725 -3.657 -4.303
C 1.392 -2.796 -3.780
C 0.230 -2.632 -4.924
C 0.132 -1.152 -5.618
C -0.011 0.104 -4.578
C -0.787 -0.229 -3.175
N -2.198 -0.692 -3.469
C -2.611 -1.688 -2.620
C -3.326 -3.036 -3.305
C -2.527 -1.685 -0.983
N -0.933 1.103 -2.416
C 0.343 1.911 -2.458
N 0.322 3.166 -1.834
C -0.890 3.778 -1.169
C -1.390 3.031 0.201
C -0.582 5.366 -0.766
C 0.520 5.540 0.435
C 1.936 6.250 -0.037
N 1.653 1.517 -3.099
C 2.608 0.846 -2.138
O 1.934 0.312 -0.916
O 2.762 0.656 0.064
C 1.480 0.759 -4.394
C 1.722 1.722 -5.740
C 3.205 1.321 -6.399
C 4.443 1.769 -5.405
C 4.343 3.092 -4.439
C 5.596 3.536 -3.446
C 6.946 2.575 -3.444
C 7.058 1.261 -4.419
C 5.802 0.850 -5.408
H 2.708 -2.873 1.434
H 2.871 -4.571 0.514
H 1.671 -3.283 -0.172
H 4.856 -2.564 -0.050
H 3.514 -1.767 -1.111
H 5.241 -4.192 -1.802
H 3.424 -4.760 -1.767
H 3.886 -1.958 -3.266
H 4.986 -3.315 -3.980
H 2.881 -3.602 -5.462
H 2.536 -4.791 -3.985
H 1.698 -1.794 -3.241
H 0.919 -3.481 -2.924
H 0.514 -3.396 -5.797
H -0.845 -2.937 -4.575
H -0.799 -1.107 -6.353
H 1.082 -0.965 -6.309
H -0.669 0.929 -5.135
H -0.191 -0.935 -2.436
H -2.546 -3.916 -3.097
H -4.297 -3.331 -2.721
H -3.459 -2.917 -4.461
H -3.582 -2.089 -0.597
H -1.742 -2.496 -0.597
H -2.390 -0.633 -0.490
H -1.008 0.783 -1.404
H 1.210 3.752 -1.836
H -1.749 3.813 -1.983
H -0.752 2.051 0.379
H -2.500 2.648 -0.014
H -1.473 3.723 1.145
H -0.342 6.018 -1.715
H -1.618 5.772 -0.335
H 0.023 6.240 1.264
H 0.815 4.550 0.989
H 2.306 6.882 0.904
H 1.783 6.904 -0.996
H 2.720 5.382 -0.160
H 3.326 1.709 -1.732
H 3.323 0.050 -2.627
H 2.449 1.580 0.351
H 2.268 -0.128 -4.526
H 0.929 1.400 -6.570
H 1.641 2.867 -5.503
H 3.328 1.751 -7.504
H 3.293 0.137 -6.511
H 3.366 3.748 -4.443
H 5.540 4.479 -2.742
H 7.874 2.823 -2.752
H 8.011 0.571 -4.440
H 5.893 -0.079 -6.113
C 3.528 2.472 8.134
C 3.040 1.496 9.002
C 2.238 0.464 8.512
C 1.914 0.414 7.150
C 2.382 1.403 6.287
C 3.201 2.429 6.778
C 2.006 1.388 4.859
O 2.420 2.255 4.099
C 1.117 0.320 4.362
C 0.705 0.326 3.022
C -0.125 -0.689 2.541
C -0.538 -1.715 3.390
C -0.134 -1.721 4.726
C 0.687 -0.696 5.215
C 1.080 -0.692 6.638
O 0.714 -1.591 7.386
H 4.161 3.271 8.514
H 3.284 1.537 10.061
H 1.864 -0.298 9.194
H 3.582 3.197 6.107
H 1.025 1.122 2.352
H -0.448 -0.679 1.502
H -1.178 -2.509 3.013
H -0.464 -2.523 5.384
C -4.631 0.271 5.932
C -5.802 0.259 6.691
C -6.927 -0.425 6.228
C -6.886 -1.089 4.996
C -5.724 -1.056 4.226
C -4.590 -0.384 4.701
C -5.685 -1.710 2.902
O -4.664 -1.684 2.227
C -6.898 -2.388 2.401
C -6.893 -2.963 1.123
C -8.031 -3.617 0.646
C -9.170 -3.708 1.446
C -9.179 -3.132 2.717
C -8.044 -2.462 3.191
C -8.075 -1.825 4.522
O -9.078 -1.900 5.224
H -3.752 0.796 6.297
H -5.838 0.780 7.645
H -7.835 -0.435 6.828
H -3.675 -0.365 4.111
H -6.007 -2.899 0.494
H -8.027 -4.058 -0.348
H -10.054 -4.224 1.078
H -10.074 -3.202 3.333
```

F_max ... 5.334 eV/Å
LUMO energy ... -3.3961 eV
Charge ... +1
Highest occupied orbital energy ... -10.6 eV



Record 3
Here is a molecular structure, C57H67O3P2Sr at a distorted geometry from the Open Molecules 2025 dataset. Energies are from ωB97M-V/def2-TZVPD.

The geometry in XYZ format:
```
130
C57H67O3P2Sr | the Open Molecules 2025 dataset | ωB97M-V/def2-TZVPD
Sr -0.200 -0.779 0.564
C -2.017 2.191 3.302
C -0.708 2.182 3.875
C 0.203 2.135 2.805
C -0.559 2.052 1.560
C -1.942 2.156 1.930
C -3.085 2.382 0.962
C -4.302 3.003 1.636
C -3.464 1.026 0.357
C -2.610 3.303 -0.176
C 1.672 2.620 2.668
C 2.262 2.169 1.305
C 1.626 4.162 2.658
C 2.689 2.177 3.731
C -0.542 2.155 5.408
C 0.242 0.907 5.847
C -1.910 2.053 6.100
C 0.109 3.442 5.947
H -2.938 2.258 3.872
H -0.229 2.743 0.786
H -4.676 2.363 2.443
H -5.110 3.143 0.908
H -4.047 3.977 2.065
H -3.888 0.379 1.134
H -2.535 0.607 0.028
H -4.182 1.130 -0.465
H -2.225 4.243 0.232
H -3.444 3.535 -0.850
H -1.824 2.808 -0.735
H 1.986 2.873 0.515
H 1.869 1.198 1.027
H 3.355 2.136 1.360
H 0.896 4.503 1.918
H 2.611 4.578 2.407
H 1.325 4.552 3.632
H 2.822 1.095 3.722
H 2.416 2.483 4.735
H 3.660 2.634 3.510
H -0.305 0.009 5.527
H 0.338 0.872 6.940
H 1.239 0.875 5.415
H -2.462 1.168 5.769
H -2.520 2.940 5.912
H -1.760 1.976 7.181
H 1.154 3.547 5.665
H 0.057 3.463 7.042
H -0.433 4.312 5.564
C -1.752 -2.445 0.350
O -1.866 -1.533 1.437
C -1.027 -2.088 2.465
C 0.389 -2.310 1.932
O 1.233 -1.186 2.035
C 1.910 -1.187 3.344
H -1.681 -3.445 0.758
H -0.856 -2.274 -0.314
H -2.643 -2.420 -0.283
H -1.378 -3.064 2.754
H -1.029 -1.445 3.354
H 0.125 -2.510 0.875
H 0.807 -3.196 2.388
H 1.894 -2.175 3.789
H 1.404 -0.485 4.000
H 2.940 -0.894 3.181
O 0.329 -1.772 -3.214
C 1.429 -2.570 -3.384
C 2.042 -2.809 -4.611
C 3.110 -3.685 -4.663
C 3.573 -4.321 -3.517
C 2.990 -4.033 -2.295
C 1.921 -3.136 -2.219
P 1.112 -2.722 -0.583
C 0.453 -4.490 -0.385
C 0.378 -5.275 0.773
C -0.657 -6.187 0.981
C -1.649 -6.355 0.031
C -1.572 -5.644 -1.159
C -0.547 -4.728 -1.354
C 2.726 -2.506 0.286
C 3.340 -3.308 1.242
C 4.616 -2.982 1.708
C 5.277 -1.870 1.216
C 4.668 -1.060 0.261
C 3.398 -1.373 -0.199
C -0.559 -1.573 -4.267
C -0.843 -2.557 -5.202
C -1.660 -2.254 -6.281
C -2.185 -0.977 -6.410
C -1.965 -0.042 -5.410
C -1.173 -0.337 -4.295
P -0.997 0.773 -2.828
C -2.303 1.982 -3.240
C -2.054 3.323 -3.504
C -3.105 4.181 -3.811
C -4.408 3.708 -3.851
C -4.669 2.375 -3.551
C -3.622 1.523 -3.236
C 0.560 1.651 -3.201
C 0.879 2.126 -4.470
C 2.066 2.812 -4.675
C 2.941 3.024 -3.614
C 2.633 2.551 -2.350
C 1.443 1.870 -2.142
H 1.693 -2.320 -5.510
H 3.587 -3.879 -5.616
H 4.393 -5.024 -3.575
H 3.353 -4.497 -1.392
H 1.111 -5.172 1.560
H -0.712 -6.709 1.927
H -2.491 -7.006 0.231
H -2.353 -5.735 -1.904
H -0.591 -4.081 -2.221
H 2.849 -4.188 1.627
H 5.089 -3.620 2.445
H 6.269 -1.628 1.576
H 5.187 -0.196 -0.137
H 2.915 -0.740 -0.940
H -0.426 -3.550 -5.097
H -1.869 -3.013 -7.026
H -2.773 -0.710 -7.280
H -2.415 0.939 -5.491
H -1.044 3.711 -3.459
H -2.904 5.228 -4.005
H -5.221 4.378 -4.101
H -5.686 2.001 -3.561
H -3.825 0.486 -2.982
H 0.198 1.962 -5.299
H 2.312 3.184 -5.662
H 3.866 3.563 -3.778
H 3.317 2.714 -1.525
H 1.173 1.489 -1.185
```

F_max ... 18.212 eV/Å
Relative energy (zero: lowest compared OMol25 entry of this formula, charge and spin) ... 242.6 kcal per mole
LUMO energy ... -2.5777 eV
Charge ... +1
Highest occupied orbital energy ... -8.1 eV



- F_max of number 3 (C57H67O3P2Sr)?
  18.212 eV/Å